Here is the ion C2H7N4S with charge +1 at a distorted geometry from OMol25. Energies are from wB97M-V/def2-TZVPD.

For the energy relative to the best compared isomer or geometry (same formula, charge and spin), the calculation gives 212.9 kJ/mol. As for the HOMO energy: -13.621 eV. As for the total charge: +1. As for the structure (SMILES): NN(N)C(=[NH2+])C=S. The HOMO-LUMO gap is 7.82 eV.

Geometry as XYZ:
```
14
Properties=species:S:1:pos:R:3:lowdin_charge:R:1
N 0.40 -0.50 -0.04 -0.205
H 1.34 1.77 0.68 0.079
S -2.92 -0.16 0.17 0.875
C -1.66 0.74 -0.32 -0.500
N -0.26 -1.67 0.03 0.081
H 1.90 -1.70 0.70 0.150
H 2.23 -0.78 -0.65 0.084
H -1.32 -1.57 0.11 0.014
C -0.16 0.65 0.04 -0.281
H -1.84 1.79 -0.73 0.095
N 1.76 -0.79 0.19 0.146
H 0.01 -2.28 -0.74 0.133
H 0.02 2.67 0.37 0.110
N 0.52 1.84 0.20 0.219
```


Here is a structure of composition C5H8O from OMol25. Energies are from wB97M-V/def2-TZVPD.

For the energy relative to the best compared isomer or geometry (same formula, charge and spin), the calculation gives 478.1 kJ/mol. As for the HOMO energy: -8.457 eV. As for the total charge: 0. The HOMO-LUMO gap is 8.96 eV.

Geometry as XYZ:
```
14
Properties=species:S:1:pos:R:3:lowdin_charge:R:1
C -0.93 -0.23 -0.03 -0.229
C -1.71 1.08 0.02 -0.100
C 1.41 0.69 -0.57 -0.059
O 1.29 -1.47 0.18 -0.067
H -0.94 -0.64 -1.05 0.123
C 0.51 0.02 0.36 -0.266
H 2.92 -0.90 -1.26 0.080
H -1.72 1.51 1.03 0.076
H -1.36 -0.97 0.64 0.115
C 2.11 -0.40 -0.75 -0.079
H 0.63 0.24 1.42 0.140
H -2.75 0.92 -0.29 0.073
H 1.81 -1.68 0.97 0.120
H -1.26 1.82 -0.66 0.074
```


Here is a structure of composition C15H17AlClI2N2O2S2 at a distorted geometry from OMol25. Energies are from wB97M-V/def2-TZVPD.

As for the HOMO energy: -17.125 eV. As for the total charge: +3. The HOMO-LUMO gap is 3.86 eV.

Geometry as XYZ:
```
42
Properties=species:S:1:pos:R:3:lowdin_charge:R:1
C 3.36 -1.07 -1.26 -0.647
N -2.76 -2.43 1.86 -0.196
H 3.07 -1.59 -3.40 0.094
C -1.47 -1.96 1.38 -0.163
H 2.41 1.50 -0.48 0.126
H -1.91 1.55 -1.54 0.128
H 1.30 4.33 1.35 0.109
C 0.23 -0.34 0.00 -0.115
C 1.11 2.07 1.29 -0.368
C -2.52 0.17 0.10 -0.138
I 4.28 -0.64 1.71 1.033
H -4.44 1.78 -0.62 0.118
H 2.81 3.45 0.80 0.092
C -2.62 0.65 -1.43 -0.214
H -3.46 -0.47 0.30 0.119
H -4.09 2.13 -2.39 0.073
C -1.23 -0.68 0.46 0.084
H 1.12 2.75 -0.83 0.169
N -0.78 -4.11 2.70 -0.163
C 2.85 -1.07 0.09 -0.665
C 1.31 1.77 -0.27 -0.118
Al -5.53 0.72 -4.49 0.838
C 1.96 3.43 1.59 -0.026
S 2.42 -3.76 1.95 0.796
H -0.48 1.92 2.42 0.117
C -4.11 1.29 -1.61 -0.490
H 2.45 -4.85 1.09 -0.042
H 1.66 -2.21 -2.29 0.109
O 0.40 0.78 -0.83 -0.092
O -0.27 2.38 1.58 -0.049
H 2.41 3.45 2.63 0.098
C 1.36 -1.30 0.49 -0.093
C 1.08 -2.58 1.41 -0.287
C -0.38 -2.96 1.89 -0.292
C 2.40 -1.36 -2.49 -0.094
H 1.55 1.23 1.96 0.126
H -2.65 1.11 0.75 0.150
S -2.47 -3.87 2.76 1.118
H 1.86 -0.36 -2.73 0.116
I 5.47 -0.66 -1.66 1.031
H -2.38 -0.15 -2.21 0.127
Cl -5.32 -0.05 -2.04 0.481
```


Here is a structure of composition CHF3NO4S2V at a distorted geometry from OMol25. Energies are from wB97M-V/def2-TZVPD.

For the energy relative to the best compared isomer or geometry (same formula, charge and spin), the calculation gives 0.0 kJ/mol. As for the HOMO energy (spin up / spin down): -3.295 / -3.805 eV. As for the total charge: -1. The spin multiplicity is 4. The HOMO-LUMO gap (spin up / spin down) is 6.10 / 6.56 eV.

Geometry as XYZ:
```
13
Properties=species:S:1:pos:R:3:lowdin_spin:R:1
C -1.79 -0.57 0.54 0.005
F -1.07 -0.79 1.63 0.005
S 0.97 1.95 0.73 0.022
V 2.01 -0.07 -0.01 2.756
O -1.67 0.26 -1.93 0.007
S -0.77 0.31 -0.77 0.027
F -2.25 -1.74 0.09 0.001
F -2.83 0.19 0.86 0.002
O 3.38 -1.11 0.74 0.009
O 0.40 -0.65 -0.86 0.065
N -0.43 1.74 -0.33 0.021
H 4.04 -1.35 -1.10 0.007
O 3.89 -0.57 -0.56 0.073
```


Here is the molecule C21H33NO5 from OMol25. Energies are from wB97M-V/def2-TZVPD.

For the energy relative to the best compared isomer or geometry (same formula, charge and spin), the calculation gives 8.5 kJ/mol. As for the HOMO energy: -8.640 eV. As for the total charge: 0. As for the structure (SMILES): CCC(=O)c1cn(/C(=C\C(=O)OC(C)(C)C)CCC(OC)OC)cc1CC. The HOMO-LUMO gap is 9.19 eV.

Geometry as XYZ:
```
60
Properties=species:S:1:pos:R:3:lowdin_charge:R:1
C -2.09 -2.63 -1.89 -0.199
C -0.25 -1.20 -0.85 -0.001
C 0.93 1.68 0.84 0.096
H -1.62 4.79 -0.23 0.080
H -5.04 -1.06 2.16 0.117
H -3.46 2.48 -2.57 0.091
H -3.69 -3.04 2.82 0.081
H 3.58 1.15 -0.02 0.123
H -2.78 -4.10 -0.46 0.068
C -3.59 -1.38 0.64 -0.383
H 1.77 2.23 1.23 0.122
H -1.47 -2.61 -2.79 0.110
H 7.29 -1.09 -0.09 0.091
H -4.17 3.10 -0.17 0.094
C -1.53 -1.68 -0.89 -0.174
C 1.03 0.37 0.58 -0.182
C -3.96 -1.03 2.07 -0.173
H 3.69 0.87 1.72 0.130
C -3.34 -2.03 3.04 -0.084
H 7.16 -1.04 1.69 0.093
C -1.89 4.28 -1.15 -0.016
H -1.38 0.24 1.81 0.147
H -2.50 -4.75 -2.08 0.070
C 3.57 0.38 0.75 -0.113
C -2.54 2.06 -2.16 -0.007
N -0.11 -0.38 0.24 -0.037
O 4.77 -1.23 -0.66 -0.134
O -4.41 -1.85 -0.12 0.087
H 3.81 -0.05 -2.08 0.087
O -0.94 2.15 -0.45 0.026
C -2.13 -4.06 -1.33 -0.087
C 4.80 -0.52 0.55 -0.427
H -3.10 -2.33 -2.14 0.105
C -2.20 -1.15 0.27 -0.108
H -3.62 -1.79 4.07 0.073
H -1.13 -4.38 -1.02 0.074
H 5.51 0.39 -1.73 0.096
C 7.14 -0.43 0.77 -0.078
H 0.55 -1.35 -1.55 0.131
H -2.25 -2.02 2.97 0.067
H 7.94 0.31 0.81 0.092
C 4.81 -0.44 -1.84 -0.078
H 5.13 -1.10 -2.64 0.094
H -3.61 -0.02 2.31 0.101
H 2.35 -1.11 -0.17 0.115
H 4.81 -1.32 1.31 0.166
H -1.75 2.16 -2.90 0.090
O 5.93 0.29 0.67 -0.134
C 2.29 -0.44 0.69 -0.104
O -0.62 3.38 1.42 0.108
H -1.08 4.38 -1.86 0.092
H -2.78 4.74 -1.57 0.090
H -3.45 1.57 0.34 0.071
C -1.28 -0.35 0.92 -0.011
H -2.95 3.09 1.12 0.084
H -2.69 1.01 -1.95 0.080
C -2.16 2.80 -0.88 -0.555
C -0.30 2.50 0.66 -0.489
C -3.25 2.63 0.18 -0.006
H 2.22 -1.07 1.58 0.141
```


Here is the molecule C4H10N2 at a distorted geometry from OMol25. Energies are from wB97M-V/def2-TZVPD.

For the energy relative to the best compared isomer or geometry (same formula, charge and spin), the calculation gives 127.2 kJ/mol. As for the HOMO energy: -8.367 eV. As for the total charge: 0. As for the structure (SMILES): C=C(N)CCN. The HOMO-LUMO gap is 9.46 eV.

Geometry as XYZ:
```
16
Properties=species:S:1:pos:R:3:lowdin_charge:R:1
H 1.91 0.60 0.14 0.100
C -0.88 -1.22 0.90 0.011
H 0.82 0.34 -2.43 0.103
C 0.18 -0.40 0.84 -0.398
H -1.35 -1.35 1.87 0.049
N -1.07 0.44 -1.72 -0.015
H 0.42 1.74 -1.44 0.109
H 1.62 -0.86 -0.66 0.106
C 0.34 0.65 -1.50 -0.274
H 1.22 0.69 2.34 0.082
N 0.31 0.52 1.93 0.053
C 1.09 0.04 -0.30 -0.147
H -1.19 -1.84 0.07 0.044
H -0.36 0.38 2.66 0.066
H -1.69 0.81 -1.02 0.063
H -1.36 -0.53 -1.68 0.048
```


Question: The highest total charge belongs to which entry?
Answer: C15H17AlClI2N2O2S2